Record 1
Formula: C4H10O3
Source: the Open Molecules 2025 dataset
Level of theory: ωB97M-V with the def2-TZVPD basis set

Results
ΔE to the lowest compared entry with this formula, charge and spin	267.4	kJ/mol
Kohn-Sham gap	0.357	Eh
strongest force on any atom	5.78	eV/Å
net charge	0
SMILES string	CC(C)=O.OCO
HOMO energy	-9.228	eV

Last column: Mulliken charge in e.
Element x y z (Å)
O: 1.111 -0.178 1.535  -0.6722
O: -2.483 0.505 1.155  -0.5499
O: -1.596 0.648 -0.935  -0.4732
C: 0.956 -0.272 0.257  1.0769
C: 1.687 0.677 -0.656  -1.1919
C: -1.365 0.907 0.412  0.1058
C: 0.558 -1.600 -0.330  -1.1662
H: -0.408 0.438 1.047  -0.1071
H: -0.285 -2.007 0.232  0.3016
H: 2.668 0.260 -0.900  0.3806
H: 1.413 -2.275 -0.251  0.4047
H: -1.146 1.973 0.539  0.2949
H: 0.277 -1.500 -1.381  0.2988
H: 1.125 0.825 -1.580  0.3242
H: 1.821 1.640 -0.160  0.3091
H: -2.166 0.094 1.976  0.3463
H: -2.168 -0.134 -0.959  0.3177

Record 2
Formula: C20H48BO9S5
Source: the Open Molecules 2025 dataset
Level of theory: ωB97M-V with the def2-TZVPD basis set

Results
Kohn-Sham gap	0.186	Eh
strongest force on any atom	4.00	eV/Å
net charge	-1
HOMO energy	-3.608	eV

Last column: Mulliken charge in e.
Element x y z (Å)
S: 2.242 -0.234 -1.368  0.5177
S: 2.622 0.519 -5.538  0.4811
S: 0.837 -3.629 4.536  0.5182
S: -5.714 -1.162 3.663  -0.2387
S: 3.346 -1.477 -10.159  0.5041
O: -4.512 3.400 4.461  -0.5202
O: 1.549 2.982 3.643  -0.4980
O: -0.585 -3.329 4.287  -0.4868
O: -2.622 -0.615 2.930  -0.8655
O: 2.022 -0.431 -4.571  -0.5243
O: -1.200 0.487 1.400  -0.8762
O: 3.084 0.014 -0.154  -0.6571
O: 3.309 -1.461 -8.675  -0.5653
O: 1.492 0.858 4.284  -0.4075
C: 4.220 -2.970 -10.651  -0.9981
C: 2.078 1.732 3.804  0.6982
C: -3.292 1.305 4.239  -1.1161
C: -4.112 0.920 1.720  -1.0885
C: 0.531 -0.316 -0.830  -0.5105
C: -4.633 1.960 4.535  -0.8823
C: -1.719 2.850 1.945  -1.2500
C: 0.891 -5.092 5.595  -1.0348
C: -0.649 3.628 2.720  -0.9238
C: 1.414 -2.468 5.782  -0.6141
C: -4.661 -0.383 1.135  -0.8694
C: 0.737 3.086 2.431  -0.0222
C: 1.658 0.426 -7.050  -0.9087
C: 3.502 1.573 3.310  -0.9902
C: -1.711 1.372 2.339  -1.4131
C: 2.397 -1.976 -1.777  -1.0569
C: 2.072 2.165 -5.060  -0.9399
C: -5.858 -0.994 1.858  -0.7910
C: -3.072 0.705 2.829  2.5421
C: 4.634 -0.330 -10.668  -0.9423
B: -1.364 -0.808 2.114  1.7400
H: -1.377 -1.693 1.259  -0.5499
H: -1.579 2.989 0.874  0.4516
H: -2.530 2.021 4.525  0.3445
H: 2.183 -2.577 -0.892  0.3942
H: 1.822 -0.551 -7.499  0.2534
H: 1.921 -5.280 5.906  0.3695
H: -2.700 3.242 2.211  0.3254
H: -0.529 -1.072 2.962  -0.4319
H: 0.986 2.175 -4.958  0.2822
H: 1.991 1.201 -7.742  0.3368
H: -4.942 1.583 1.970  0.5170
H: 2.390 2.886 -5.814  0.3735
H: 4.019 0.951 4.027  0.3510
H: 4.778 -0.402 -11.746  0.3690
H: 0.254 -4.939 6.467  0.2789
H: -6.793 -0.496 1.639  0.3678
H: -5.371 3.731 4.745  0.2744
H: 0.428 -1.027 -0.011  0.1043
H: 5.174 -3.026 -10.128  0.3101
H: -0.857 3.534 3.778  0.3507
H: 3.604 -3.825 -10.382  0.3199
H: 0.739 -2.482 6.638  0.2998
H: 1.705 -2.217 -2.582  0.3363
H: 2.427 -2.737 6.089  0.3692
H: 3.418 -2.159 -2.109  0.3238
H: -0.097 -0.614 -1.672  0.3966
H: -5.460 1.588 3.941  0.4071
H: 4.377 -2.958 -11.730  0.3823
H: 0.525 -5.939 5.018  0.3253
H: 1.271 3.727 1.731  0.3541
H: 3.488 1.148 2.309  0.1363
H: 5.561 -0.561 -10.144  0.3077
H: -4.883 1.734 5.577  0.4078
H: 0.692 2.097 1.978  0.0756
H: 1.417 -1.475 5.331  0.0218
H: -3.190 0.481 4.934  0.4869
H: 0.232 0.669 -0.485  0.0516
H: 2.530 2.410 -4.104  0.3161
H: -3.589 1.396 0.893  0.2702
H: 0.599 0.555 -6.819  0.3825
H: -3.871 -1.107 0.981  0.2494
H: -5.978 -2.001 1.467  0.4587
H: -1.042 1.274 3.209  0.6473
H: -5.028 -0.114 0.139  0.4095
H: -0.751 4.681 2.462  0.4017
H: 4.310 0.677 -10.412  0.2992
H: -5.141 -2.362 3.852  0.1131
H: 3.934 2.567 3.252  0.3678

Record 3
Formula: C2H2ClN
Source: the Open Molecules 2025 dataset
Level of theory: ωB97M-V with the def2-TZVPD basis set

Results
ΔE to the lowest compared entry with this formula, charge and spin	538.5	kJ/mol
Kohn-Sham gap (spin up / spin down)	0.308 / 0.313	Eh
strongest force on any atom	1.26	eV/Å
net charge	0
HOMO energy (spin up / spin down)	-9.365 / -9.488	eV

Last column: Mulliken charge in e.
Element x y z (Å)
Cl: 2.450 0.276 -0.060  0.1249
N: 1.555 -0.984 0.084  -0.1738
C: -1.139 0.748 0.100  -0.2763
C: -0.838 -0.393 -0.096  -0.4445
H: -0.687 -1.413 -0.287  0.3943
H: -1.341 1.765 0.259  0.3753

DFT total energy, record by record: -10450.472 -94796.280 -16112.501 eV